{"formula": "C13H18NS2", "method": "ωB97M-V/def2-TZVPD", "charge": 1, "e_tot_ev": -36926.2793, "symbols": ["C", "C", "C", "N", "C", "C", "C", "C", "C", "C", "H", "H", "H", "H", "H", "H", "H", "H", "H", "H", "H", "C", "C", "S", "C", "S", "C", "H", "H", "H", "H", "H", "H", "H"], "coordinates": [[2.396, 1.460, 0.956], [1.607, 0.238, 1.259], [1.781, -0.450, 2.552], [0.774, -0.209, 0.323], [0.184, -1.519, 0.292], [0.175, -2.218, -0.930], [-0.350, -3.510, -0.974], [-0.799, -4.123, 0.202], [-0.803, -3.420, 1.412], [-0.399, -2.076, 1.423], [2.890, 1.761, 1.886], [3.173, 1.274, 0.191], [1.794, 2.319, 0.618], [2.660, -0.018, 3.038], [0.925, -0.256, 3.220], [1.923, -1.536, 2.479], [0.567, -1.743, -1.839], [-0.396, -4.031, -1.931], [-1.153, -5.155, 0.170], [-1.120, -3.894, 2.340], [-0.540, -1.455, 2.314], [-2.076, 2.715, -1.840], [-1.281, 1.654, -2.588], [-1.141, 0.172, -1.561], [0.156, 0.795, -0.528], [-0.851, 1.917, 0.549], [-1.301, 3.205, -0.623], [-2.250, 3.560, -2.512], [-3.037, 2.302, -1.517], [-1.817, 1.292, -3.474], [-0.279, 2.000, -2.870], [0.903, 1.352, -1.108], [-0.380, 3.731, -0.908], [-1.937, 3.867, -0.022]], "atomic_forces_ev_per_a": [[0.21, 0.98, 0.67], [-0.90, -0.73, -1.57], [1.04, -0.17, 0.50], [0.27, 0.58, 1.48], [-0.53, -1.06, -0.04], [0.50, -0.08, 0.13], [0.03, 0.27, 0.28], [0.10, 0.10, 0.09], [0.00, 0.43, -0.45], [0.02, -0.27, 0.34], [0.04, 0.08, -0.37], [-0.37, -0.24, 0.29], [0.15, -0.47, 0.17], [-0.14, -0.21, 0.01], [0.19, 0.00, -0.39], [-0.23, 0.25, -0.11], [-0.08, -0.43, 0.56], [0.07, 0.09, 0.34], [0.12, 0.32, 0.03], [-0.13, 0.16, -0.32], [0.11, -0.48, -0.31], [0.35, 0.08, -0.10], [-0.59, -0.10, 0.09], [-0.03, -1.05, -1.87], [-0.67, 1.29, -0.39], [0.81, 0.23, 1.14], [-0.16, 0.25, -0.18], [-0.11, 0.05, 0.12], [0.10, 0.09, -0.16], [0.24, 0.26, 0.11], [-0.25, -0.08, -0.11], [-0.19, -0.20, 0.13], [-0.31, 0.06, 0.02], [0.33, 0.01, -0.11]], "mulliken_charge": [-1.22, 1.38, -1.70, 0.31, -0.18, -0.01, -0.78, -0.45, -0.85, -0.20, 0.45, 0.33, 0.24, 0.46, 0.36, 0.43, 0.52, 0.39, 0.41, 0.39, 0.45, -0.49, -0.69, -0.01, -0.79, -0.05, -0.62, 0.36, 0.31, 0.42, 0.31, 0.78, 0.31, 0.41]}

{"formula": "C13H18Si", "method": "ωB97M-V/def2-TZVPD", "e_above_lowest_kcal_mol": 217.3, "symbols": ["C", "C", "C", "C", "C", "C", "C", "C", "C", "C", "C", "C", "C", "Si", "H", "H", "H", "H", "H", "H", "H", "H", "H", "H", "H", "H", "H", "H", "H", "H", "H", "H"], "coordinates": [[-1.793, -2.086, 0.221], [-0.574, 3.370, -1.504], [2.196, -1.276, 0.856], [-1.269, -1.014, -0.397], [-0.524, 2.048, -1.237], [1.269, -0.415, 1.281], [-0.952, -3.102, -0.424], [0.776, 3.304, -2.114], [2.719, -1.587, 2.301], [-0.282, -1.909, -1.189], [0.823, 1.805, -1.788], [1.676, -0.581, 2.773], [-2.899, 1.509, 0.892], [-1.573, 0.859, -0.341], [-2.738, -2.236, 0.857], [-1.303, 4.169, -1.235], [2.398, -1.689, -0.109], [-0.340, -3.570, 0.236], [-1.408, -3.835, -1.059], [0.703, 3.488, -3.174], [1.637, 3.957, -1.873], [2.487, -2.695, 2.752], [3.766, -1.418, 2.422], [-0.532, -1.764, -2.240], [0.787, -1.828, -1.062], [1.442, 1.371, -1.048], [1.114, 1.267, -2.650], [2.211, 0.227, 3.345], [0.823, -0.990, 3.409], [-2.914, 0.780, 1.752], [-2.639, 2.432, 1.390], [-3.919, 1.378, 0.509]], "atomic_forces_ev_per_a": [[-3.10, 0.34, 0.93], [-0.47, 0.21, 1.34], [-0.32, -0.44, 0.67], [0.53, 1.28, 0.19], [-2.39, -1.28, 0.35], [1.01, 0.07, 1.18], [-0.58, 1.33, -2.16], [1.90, 1.65, -0.89], [-1.80, -3.28, -0.74], [-0.86, 0.47, -0.06], [0.62, 0.97, -0.27], [-0.78, 0.95, 1.64], [0.36, -2.29, 0.52], [-0.01, -1.00, 1.24], [1.64, 0.42, -0.77], [0.77, -0.77, -0.46], [0.49, -0.17, -0.25], [2.15, -1.54, 1.87], [-0.53, -0.46, -0.36], [-0.04, -0.19, -0.80], [-0.53, -0.21, 0.75], [0.52, 2.43, -1.40], [0.62, 0.56, 0.39], [0.10, -0.68, -0.20], [-0.03, 0.34, 0.10], [1.11, 0.38, 1.14], [-0.80, -1.09, -1.24], [-1.06, -0.20, -0.75], [1.22, 0.44, -0.69], [0.30, 0.37, -0.76], [-0.27, 0.57, -0.45], [0.22, 0.80, -0.07]], "mulliken_charge": [-0.25, -0.42, -0.63, 0.17, 0.42, 0.06, -0.62, -0.40, -0.52, -0.34, -0.66, -0.45, -1.10, -0.07, 0.30, 0.35, 0.48, 0.27, 0.28, 0.21, 0.29, 0.17, 0.29, 0.38, -0.10, 0.13, 0.29, 0.21, 0.20, 0.32, 0.37, 0.38]}